Entry 1:
Computed, not measured: the ion C3H7N2O2 with charge +1 in a non-equilibrium geometry, with ωB97M-V with the def2-TZVPD basis set.

Calculated values
SMILES ... [O-]CC[NH2+]C1=[NH+]O1
Energy above the lowest of the compared OMol25 structures with the same formula, charge and spin ... 148.1 kcal per mole
E_HOMO ... -15.2 eV
HOMO-LUMO gap ... 9.965 eV

The geometry in ORCA input format:
```
! wB97M-V def2-TZVPD RIJCOSX def2/J DEFGRID3
* xyz 1 1
O 0.072 1.613 -0.206
C 1.206 1.030 0.332
C 1.196 -0.454 -0.200
N -0.152 -0.939 0.181
C -1.155 0.058 0.024
N -2.212 -0.144 -0.779
O -2.339 -0.066 0.677
H 1.239 1.188 1.415
H 2.079 1.418 -0.066
H 1.382 -0.346 -1.340
H 2.062 -0.967 0.230
H -0.570 -1.776 -0.352
H -0.071 -1.308 1.071
H -2.736 0.693 -0.987
*
```

***

Entry 2:
Computed, not measured: the ion C3H7N2O2 with charge +1 in a non-equilibrium geometry, with ωB97M-V with the def2-TZVPD basis set.

Calculated values
⟨S²⟩ ... 2.03
Energy above the lowest of the compared OMol25 structures with the same formula, charge and spin ... 59.8 kcal per mole
E_HOMO (alpha / beta) ... -10.8 / -15.7 eV
HOMO-LUMO gap (alpha / beta) ... 6.726 / 7.540 eV

The geometry in ORCA input format:
```
! wB97M-V def2-TZVPD RIJCOSX def2/J DEFGRID3
* xyz 1 3
C -1.023 -0.963 -0.496
C 1.070 -0.378 0.438
C 0.950 1.071 0.381
N -1.346 0.115 0.109
N 0.317 -1.178 -0.527
O 1.013 1.831 -0.665
O -2.595 0.604 0.126
H -1.624 -1.657 -1.027
H 2.055 -0.711 0.332
H 1.007 -0.842 1.523
H 1.183 1.568 1.235
H 0.892 -1.740 -1.069
H 0.689 1.286 -1.391
H -2.588 0.996 1.030
*
```

***

Entry 3:
Computed, not measured: the ion C3H7N2OS with charge -1 in a non-equilibrium geometry, with ωB97M-V with the def2-TZVPD basis set.

Calculated values
SMILES ... NC(=O)NCC[S-]
Energy above the lowest of the compared OMol25 structures with the same formula, charge and spin ... 2.8 kcal per mole
E_HOMO ... -2.7 eV
HOMO-LUMO gap ... 6.218 eV

The geometry in ORCA input format:
```
! wB97M-V def2-TZVPD RIJCOSX def2/J DEFGRID3
* xyz -1 1
N 2.226 -0.115 -0.264
C 1.515 0.951 0.235
O 2.088 1.994 0.547
N 0.189 0.743 0.332
C -0.567 -0.433 -0.167
C -2.027 -0.346 0.181
S -2.996 -1.538 -0.820
H 1.798 -0.923 -0.670
H 3.225 -0.064 -0.244
H -0.366 1.564 0.524
H -0.093 -1.345 0.215
H -0.416 -0.504 -1.260
H -2.149 -0.667 1.221
H -2.426 0.682 0.168
*
```

***

Entry 4:
Computed, not measured: the ion C3H7N2OS with charge +1 in a non-equilibrium geometry, with ωB97M-V with the def2-TZVPD basis set.

Calculated values
Energy above the lowest of the compared OMol25 structures with the same formula, charge and spin ... 98.8 kcal per mole
E_HOMO ... -14.4 eV
HOMO-LUMO gap ... 8.892 eV

The geometry in ORCA input format:
```
! wB97M-V def2-TZVPD RIJCOSX def2/J DEFGRID3
* xyz 1 1
C 2.481 0.219 0.694
C 0.160 0.898 0.014
C -1.082 -1.749 -0.288
N 1.266 0.465 0.384
N -0.720 1.784 0.349
O -1.945 0.565 -1.507
S -0.823 -0.353 -1.567
H 2.884 -0.552 1.398
H 3.207 0.690 0.208
H -1.554 -1.353 0.501
H -0.110 -2.080 -0.189
H -1.774 -2.438 -0.788
H -0.439 2.365 1.112
H -1.551 1.539 -0.321
*
```

***

Entry 5:
Computed, not measured: a cluster of 2 separate species, C3H7N2OS in total in a non-equilibrium geometry, with ωB97M-V with the def2-TZVPD basis set.

Calculated values
Energy above the lowest of the compared OMol25 structures with the same formula, charge and spin ... 92.9 kcal per mole
E_HOMO ... -13.2 eV
HOMO-LUMO gap ... 9.257 eV

The geometry in ORCA input format:
```
! wB97M-V def2-TZVPD RIJCOSX def2/J DEFGRID3
* xyz 1 1
C -2.274 1.263 -0.128
C 1.207 -0.336 -0.086
C -1.945 0.127 0.061
N 0.842 0.790 0.515
N 1.135 -1.522 0.437
O -1.677 -1.135 0.100
S 0.905 2.452 0.201
H 0.474 0.684 1.490
H -2.477 2.324 -0.328
H 1.595 -0.142 -1.059
H 1.772 -2.206 0.030
H 0.840 -1.620 1.361
H -2.586 -1.651 -0.055
H 0.302 2.346 -0.939
*
```

***

Entry 6:
Computed, not measured: the ion C3H7N2OS with charge +1 in a non-equilibrium geometry, with ωB97M-V with the def2-TZVPD basis set.

Calculated values
Energy above the lowest of the compared OMol25 structures with the same formula, charge and spin ... 88.8 kcal per mole
E_HOMO ... -12.4 eV
HOMO-LUMO gap ... 8.446 eV

The geometry in ORCA input format:
```
! wB97M-V def2-TZVPD RIJCOSX def2/J DEFGRID3
* xyz 1 1
C -1.212 1.189 -0.981
C -1.623 0.152 1.195
C 0.943 0.158 0.049
N -1.937 0.886 0.008
N 1.557 -0.673 -0.998
O -0.921 1.614 -2.032
S -0.209 -0.913 1.001
H -1.442 0.898 1.867
H -2.389 -0.547 1.567
H 1.788 0.565 0.665
H -2.860 1.213 -0.103
H 2.304 -1.245 -0.495
H 1.925 -0.171 -1.883
H 0.832 -1.363 -1.161
*
```

***

Which formula does entry 3 have? C3H7N2OS

***

Which of these has the lowest energy above the lowest of the compared OMol25 structures with the same formula, charge and spin? number 3